Formula: C2HBr4F
Source: the Open Molecules 2025 dataset
Level of theory: ωB97M-V with the def2-TZVPD basis set

Structure (XYZ):
```
8
Properties=species:S:1:pos:R:3:forces:R:3
C -1.329397 0.283730 0.086951 -1.852 1.756 -2.044
C -0.253431 1.074519 0.132247 -0.630 -0.160 0.412
F -1.541827 -0.779635 0.824497 0.180 -0.441 0.302
Br 1.689106 -3.303744 -0.008832 -0.260 -0.350 0.176
Br 1.210196 1.048187 1.322000 -0.474 -0.395 -0.165
Br -0.369901 2.612310 -0.920807 0.188 0.434 -0.422
Br 2.853972 -1.542189 -0.793051 0.281 0.310 -0.242
H -2.258720 0.606823 -0.643006 2.567 -1.154 1.983
```
Forces are in eV/Å.

Its energy above the lowest of the compared OMol25 structures with the same formula, charge and spin is 0.706 eV. Its total charge is 0. As for the multiplicity: 1.

Formula: CHFNO2
Source: the Open Molecules 2025 dataset
Level of theory: ωB97M-V with the def2-TZVPD basis set

Structure (XYZ):
```
6
Properties=species:S:1:pos:R:3:forces:R:3
C -0.560729 -0.916240 -0.160432 0.169 0.656 -0.015
N 0.189804 0.922970 0.439672 -1.945 1.088 -2.849
O -1.756656 -0.816770 -0.285649 0.654 0.667 0.222
O 0.346638 -1.690719 -0.230289 0.275 0.167 0.146
F 1.580346 0.895352 0.719010 1.028 -0.381 0.047
H 0.200597 1.605407 -0.482312 -0.180 -2.197 2.449
```
Forces are in eV/Å.

Its energy above the lowest of the compared OMol25 structures with the same formula, charge and spin is 0.423 eV. Its total charge is -1. As for the multiplicity: 1.

Formula: C6H6N2
Source: the Open Molecules 2025 dataset
Level of theory: ωB97M-V with the def2-TZVPD basis set

Structure (XYZ):
```
14
Properties=species:S:1:pos:R:3:forces:R:3
C 1.342131 0.997393 -0.129909 -4.754 3.849 2.135
C -0.000753 1.387393 0.103075 1.628 5.370 -2.183
C -0.812606 0.296193 0.211091 -2.103 -4.218 -2.752
C 0.051430 -0.811555 0.030439 0.424 -1.373 2.016
C -2.247769 -0.084150 -0.162381 -0.658 1.045 2.734
C -3.431649 -0.395600 0.007793 3.680 0.601 -1.011
H 3.280106 -0.746606 1.057762 -2.557 -0.990 -4.476
H 2.246892 -1.751266 -0.608262 2.935 2.285 2.021
H 2.013721 1.823730 -0.400544 0.714 -1.580 0.348
H -0.225579 2.527176 -0.154002 -0.140 -2.782 0.963
H -0.199110 -1.924114 0.059963 0.627 1.834 0.068
H -4.343737 -0.893609 -0.077028 -0.996 -0.171 -0.027
N 2.621433 -0.745322 -0.145767 1.486 -5.561 1.893
N 1.353283 -0.308015 0.111689 -0.286 1.691 -1.728
```
Forces are in eV/Å.

Its energy above the lowest of the compared OMol25 structures with the same formula, charge and spin is 6.758 eV. Its total charge is 0. As for the multiplicity: 1.

Formula: C8H26LiN2O4
Source: the Open Molecules 2025 dataset
Level of theory: ωB97M-V with the def2-TZVPD basis set

Structure (XYZ):
```
41
Properties=species:S:1:pos:R:3:forces:R:3
Li 0.523270 0.319205 0.301416 -0.386 0.110 0.128
O -1.344356 1.069153 -0.850626 -0.156 -0.006 -0.168
H -1.384513 1.694549 -1.584128 -0.019 -0.079 0.033
H -2.222427 0.669704 -0.825506 0.048 0.074 0.003
O 2.285853 -0.564961 0.984819 -0.023 -0.360 -0.065
H 2.077405 -1.505623 1.052143 0.091 0.076 0.076
H 3.249069 -0.532877 0.943157 -0.078 0.071 0.003
C 2.644457 3.819790 0.165878 0.287 -0.322 -0.425
C 1.903607 2.503631 0.462566 -0.080 1.653 -0.199
C 0.604651 2.893173 1.177667 -0.202 -0.728 0.704
O -0.051195 1.710571 1.669129 0.906 0.412 -0.071
C -1.237401 2.035635 2.341620 -1.003 -0.033 -0.266
N 1.545748 1.755789 -0.744468 0.017 -0.341 0.081
H 3.658008 3.633384 -0.195764 -0.030 -0.122 0.014
H 2.740830 4.445980 1.051169 -0.140 0.068 -0.035
H 2.136434 4.349512 -0.643030 -0.101 0.230 0.213
H 2.587380 1.886160 1.040850 -0.479 -0.120 0.463
H -0.114124 3.419499 0.535685 0.283 -0.078 -0.476
H 0.759710 3.587647 2.008317 0.379 -0.173 0.101
H -1.917991 2.574219 1.667041 0.067 0.010 0.026
H -1.099134 2.661104 3.228175 0.318 -0.137 -0.002
H -1.744220 1.110353 2.617151 0.175 0.015 0.136
H 1.035935 2.365917 -1.373454 0.137 -0.030 -0.125
H 2.375619 1.419766 -1.219901 -0.027 0.139 -0.110
C -0.739690 -3.713622 0.765008 -0.266 -1.148 -1.398
C -0.438014 -2.444937 -0.076394 -0.269 -1.418 2.139
C -1.373408 -2.297460 -1.253057 -0.140 0.946 0.201
O -1.383622 -3.472992 -1.999783 0.066 0.130 -0.006
C -1.679661 -3.274795 -3.356120 -0.785 -0.481 -1.213
N -0.602130 -1.301036 0.875728 -0.200 0.229 -0.441
H -0.397986 -4.649150 0.305434 0.305 0.336 -0.301
H -1.813776 -3.917209 0.786200 -0.068 0.457 0.666
H -0.248257 -3.713025 1.735796 -0.286 0.322 0.188
H 0.603885 -2.588300 -0.375768 0.023 0.699 -0.316
H -1.141932 -1.386427 -1.820964 0.570 -0.320 -0.371
H -2.372382 -2.019566 -0.872501 -0.215 -0.573 0.178
H -0.831335 -2.934603 -3.954267 0.126 0.274 0.274
H -2.555608 -2.644508 -3.549976 0.213 0.456 0.425
H -2.012553 -4.206900 -3.819184 0.365 -0.298 0.434
H -0.423732 -1.631092 1.818846 0.562 -0.093 -0.027
H -1.602412 -1.125660 0.981097 0.014 0.153 -0.472
```
Forces are in eV/Å.

Its energy above the lowest of the compared OMol25 structures with the same formula, charge and spin is 0.503 eV. Its total charge is +1. As for the multiplicity: 1.